(1)
Here is the molecule C11H20N4O4 in a non-equilibrium geometry from OMol25. Energies are from ωB97M-V/def2-TZVPD.

The total energy is -951.23290 Ha. The molecular weight comes out at 272.3 g/mol. For the LUMO energy, the calculation gives 0.63 eV. Its largest force on an atom is 2.68 eV Å⁻¹. As for the gap between HOMO and LUMO: 10.03 eV. As for the HOMO energy: -9.4 eV. Its SMILES is CNC(=O)[C@@H](CCC(N)=O)NC(=O)[C@@H](C)NC(C)=O. The energy above the lowest of the compared OMol25 structures with the same formula, charge and spin comes out at 0.0 kcal per mole. The net charge is 0.

Geometry as XYZ:
```
39
C11H20N4O4 ωB97M-V/def2-TZVPD
C 1.16533 -5.03715 0.77254
N 1.08249 -3.58413 0.88198
C 0.80433 -2.74315 -0.12062
O 0.60206 -3.09145 -1.30736
C 0.72452 -1.29692 0.31845
C 2.09270 -0.70959 0.64623
C 2.13104 0.20824 1.89406
C 1.47564 -0.44261 3.10585
N 0.91929 0.28051 4.08475
O 1.49422 -1.66208 3.27963
N 0.10966 -0.47195 -0.71834
C -0.60892 0.61055 -0.53774
O -0.75300 1.13401 0.55629
C -1.25941 1.23061 -1.77052
C -2.57131 0.52022 -2.07803
N -1.50664 2.67408 -1.53915
C -1.69714 3.54900 -2.50263
C -2.00365 4.97026 -2.12567
O -1.56135 3.27725 -3.69188
H 0.95567 -5.31327 -0.23409
H 0.48949 -5.44962 1.47593
H 2.20398 -5.41585 1.00484
H 1.23708 -3.16498 1.79013
H 0.09165 -1.24297 1.20684
H 2.77230 -1.52681 0.86915
H 2.46960 -0.17441 -0.23266
H 1.65317 1.15266 1.66671
H 3.16140 0.42426 2.14477
H 0.38247 -0.23498 4.76372
H 0.85845 1.27433 3.95395
H 0.16985 -0.84293 -1.65070
H -0.60830 1.08919 -2.62762
H -3.24489 0.56217 -1.22793
H -3.07080 1.06195 -2.90542
H -2.42111 -0.49562 -2.41220
H -1.54943 2.96283 -0.57251
H -2.09204 5.54440 -3.01427
H -2.92978 5.02220 -1.56553
H -1.16862 5.35177 -1.58096
```

---

(2)
Here is a structure of composition C11H20NO in a non-equilibrium geometry from OMol25. Energies are from ωB97M-V/def2-TZVPD.

The total energy is -560.70919 Ha. The molecular weight comes out at 182.3 g/mol. For the LUMO energy, the calculation gives -3.12 eV. Its largest force on an atom is 4.60 eV Å⁻¹. As for the gap between HOMO and LUMO: 10.10 eV. As for the HOMO energy: -13.2 eV. The energy above the lowest of the compared OMol25 structures with the same formula, charge and spin comes out at 40.0 kcal per mole. The net charge is +1.

Geometry as XYZ:
```
33
C11H20NO ωB97M-V/def2-TZVPD
C -0.33039 0.68098 -0.18565
C -0.55649 -1.19924 0.29477
C -1.25775 1.21864 0.59014
C -1.76118 2.58425 0.77856
C 1.39704 -2.83379 0.61334
C 0.75205 2.65544 -1.25700
C 0.86979 0.37223 -2.37907
C 2.14477 0.83661 -0.22043
C -2.31696 -1.92445 1.96544
C 0.02961 -2.52887 -0.02450
C 0.90760 1.07850 -0.97697
N -1.46617 -1.05563 1.16166
O -1.88217 0.34635 1.37599
H -2.07491 2.89778 -0.22245
H -2.69092 2.44739 1.43248
H -1.08460 3.13889 1.28261
H 1.63692 -3.84807 0.28980
H 1.34312 -2.63206 1.73752
H 2.25348 -2.13874 0.27465
H -0.26396 2.88560 -1.38129
H 1.06636 3.06978 -0.25718
H 1.26188 2.97381 -2.17891
H -0.15575 -0.05308 -2.59992
H 0.96257 1.12914 -3.04194
H 1.66724 -0.32058 -2.66780
H 2.68422 0.07388 -0.69453
H 2.80640 1.67275 -0.30004
H 1.94267 0.57798 0.86886
H -1.93221 -2.94684 1.95051
H -2.06789 -1.60634 2.95503
H -3.31005 -1.61035 1.83351
H -0.66573 -3.30808 0.14595
H 0.09140 -2.63385 -1.16312
```

---

(3)
Here is the ion C11H20NOS with charge +1 in a non-equilibrium geometry from OMol25. Energies are from ωB97M-V/def2-TZVPD.

The total energy is -958.91153 Ha. The molecular weight comes out at 214.4 g/mol. For the LUMO energy, the calculation gives -3.22 eV. Its largest force on an atom is 6.07 eV Å⁻¹. As for the gap between HOMO and LUMO: 9.02 eV. As for the HOMO energy: -12.2 eV. Its SMILES is CCC(=C/C=C/S)/C=C(\C)[NH2+]COC. The energy above the lowest of the compared OMol25 structures with the same formula, charge and spin comes out at 65.2 kcal per mole. The net charge is +1.

Geometry as XYZ:
```
34
C11H20NOS ωB97M-V/def2-TZVPD
C 0.81223 2.34027 3.54586
C 1.06972 0.89832 2.91701
C 0.67218 0.96658 1.41961
C 1.45365 1.91682 0.57128
C 1.37912 1.95758 -0.75839
C 0.23487 1.64730 -1.65200
S 0.44722 1.10996 -3.26269
C -0.31649 0.24857 0.91451
C -0.82898 0.21721 -0.45631
C -2.21300 0.63914 -0.78903
N -0.42965 -1.00124 -1.19175
C -1.22021 -2.25762 -1.07362
O -0.86396 -3.24421 -1.96751
C 0.22502 -4.09607 -1.53290
H 0.05121 2.23290 4.34914
H 0.42234 3.03079 2.69377
H 1.83600 2.64736 3.94254
H 0.59268 0.17681 3.53671
H 2.09673 0.67142 3.01105
H 2.27407 2.26083 1.22353
H 2.16184 2.61950 -1.23438
H -0.45670 2.36756 -1.60455
H 1.41750 0.15214 -3.01280
H -0.88069 -0.46330 1.49043
H -2.98195 0.12538 -0.25029
H -2.47999 0.58466 -1.83744
H -2.33677 1.73536 -0.48818
H -0.30856 -0.66267 -2.23635
H 0.45190 -1.21215 -0.84434
H -2.34911 -2.02909 -1.13522
H -1.08874 -2.50275 0.00822
H -0.29011 -4.59554 -0.61393
H 1.24610 -3.64664 -1.44951
H 0.20051 -4.83518 -2.23250
```